1.
8 unconnected molecules or ions with the total composition C36H69INO18S7. Source: OMol25; level of theory: wB97M-V/def2-TZVPD.

Its relative energy (zero: lowest compared OMol25 entry of this formula, charge and spin) is 0.00 kcal per mole. The largest force on an atom comes out at 1.21 eV Å⁻¹. The value obtained for the HOMO-LUMO gap is 5.46 eV. The value obtained for the total energy is -160742.5203 eV. Its net charge is -1. The calculation puts the HOMO energy at -3.99 eV.

Cartesian coordinates (Å):
1 I -1.93461 -3.23562 7.22763
2 S 2.21790 -0.40896 10.75044
3 S -2.04171 -1.25548 -1.30396
4 S 0.17896 3.55145 6.96591
5 S -5.48398 3.12426 -2.84155
6 S -0.79319 2.58195 -4.97316
7 S 2.10062 -2.87335 -8.54682
8 S 3.07299 -3.81180 -2.98529
9 O 2.30073 -3.69579 -7.38009
10 O -0.38366 -0.75054 6.97518
11 O -0.79881 1.98459 -3.66347
12 O 2.01369 -2.10119 3.65203
13 O 1.35104 3.45210 6.13836
14 O 1.66541 -4.09412 -3.09566
15 O -3.00431 -0.77011 -2.27607
16 O -6.54222 3.06694 -1.86564
17 O 3.55405 -2.80212 -2.07922
18 O -2.49876 -1.97529 -0.14573
19 O 1.52505 -1.35423 11.59157
20 O -2.60696 0.58617 2.26539
21 O 0.48045 -2.77358 2.15490
22 O -4.47246 4.15555 -2.74819
23 O -1.05699 1.78118 -6.14248
24 O -1.08374 3.02447 6.52584
25 O 2.31613 0.98075 11.14131
26 O 1.59957 -1.53256 -8.41803
27 N -1.40505 -1.57534 4.01171
28 C -0.76653 -2.18704 -2.14002
29 C -5.31522 2.24320 -5.30839
30 C 1.10793 -3.75279 -9.75063
31 C -2.31151 -1.74320 2.86790
32 C 3.96513 -5.34861 -2.68274
33 C 3.30100 -3.60583 -10.81810
34 C 1.58335 -0.54140 9.07608
35 C -5.05641 1.01995 -4.41890
36 C -0.07885 -1.02961 3.65534
37 C 2.74215 -1.04898 8.21166
38 C 3.85068 -1.05811 10.39107
39 C -0.03688 5.24715 7.50667
40 C 0.51693 4.03509 9.56776
41 C -4.67210 1.53109 -3.02816
42 C 0.28550 -1.14341 -2.49397
43 C -1.59650 2.47032 3.35253
44 C 0.73084 3.49098 -5.23009
45 C 0.41926 -0.25037 -1.25279
46 C 4.77804 -5.62535 -3.95193
47 C -0.40941 5.11634 8.98369
48 C 3.76607 -3.50099 -4.60792
49 C 0.28405 4.78287 -5.90907
50 C 5.08432 -4.26781 -4.59920
51 C -6.19680 3.18111 -4.48992
52 C -2.89731 1.71273 3.06938
53 C 1.79446 -3.46678 -11.08152
54 C -1.98508 -0.91245 5.14713
55 C 3.61213 -2.83513 -9.52950
56 C -1.87971 4.01147 -5.00322
57 C 0.50056 2.86029 8.58537
58 C -3.29485 -0.61802 2.59796
59 C 0.90969 -2.09324 3.10340
60 C 3.64971 -1.88522 9.12293
61 C -0.99671 0.11298 -0.79003
62 C -0.97820 5.23978 -5.16081
63 C -1.25243 -1.32923 6.40934
64 H 1.06926 5.53731 -5.88074
65 H -1.66661 -1.84252 1.99776
66 H -0.70072 5.62025 -4.17631
67 H 0.20443 3.71490 10.55955
68 H 4.60081 -5.18126 -1.81555
69 H 4.19225 -6.23406 -4.64361
70 H -5.96572 0.41895 -4.35292
71 H -5.78952 1.97128 -6.25092
72 H 3.16032 -2.82945 9.37025
73 H 4.19476 -1.62865 11.25078
74 H 4.50720 -0.20606 10.21583
75 H 1.40232 2.87845 -5.82707
76 H -3.59952 1.68835 -2.93507
77 H -0.30439 6.06766 9.50411
78 H -0.80062 5.71773 6.89213
79 H -3.01921 -1.24252 5.26103
80 H -1.29236 2.24743 4.36801
81 H -1.08968 0.20994 0.29049
82 H -1.93599 0.18937 5.14275
83 H -1.69853 3.54122 3.18235
84 H 5.82817 -3.73313 -4.00388
85 H -0.82571 2.07442 2.68948
86 H 3.30596 -0.20417 7.81034
87 H 3.83811 -1.78804 -9.72036
88 H -5.00622 0.87307 -2.23261
89 H -6.20288 4.21245 -4.83571
90 H -4.36927 2.73367 -5.54057
91 H 4.40999 -3.28454 -8.94399
92 H -1.45013 4.79738 9.07209
93 H -1.37331 1.00967 -1.28031
94 H 0.08547 -3.38925 -9.68421
95 H 0.04491 4.58446 -6.95623
96 H -3.97900 -0.44261 3.43650
97 H -2.54247 3.88513 -5.85671
98 H 1.45404 -4.15080 -11.85737
99 H -4.26857 0.38335 -4.81691
100 H -3.32223 1.36951 4.01908
101 H 0.99949 0.64730 -1.46405
102 H 0.91937 5.75152 7.37283
103 H 1.24097 0.43532 8.76664
104 H 3.89351 -3.22795 -11.64993
105 H 1.45519 2.34726 8.53486
106 H -1.20061 -2.69591 -2.99745
107 H 2.36579 -1.61850 7.36443
108 H 1.22715 -1.62761 -2.74104
109 H -2.85820 -2.69153 2.92624
110 H 0.75215 -1.24299 9.08358
111 H 4.60104 -2.11517 8.64560
112 H 1.16499 3.67826 -4.24835
113 H -0.17981 -0.21795 2.92429
114 H -0.38360 -2.91279 -1.42267
115 H -3.65234 2.35897 2.60312
116 H -3.90695 -0.91646 1.74070
117 H -0.04504 -0.54923 -3.34917
118 H -0.29737 2.15390 8.80389
119 H 1.14778 -4.81102 -9.49418
120 H 5.47949 -4.38086 -5.60892
121 H 3.55202 -4.66020 -10.68822
122 H -2.45954 4.01932 -4.08115
123 H 0.93019 -0.80218 -0.46112
124 H 3.87726 -2.42724 -4.74120
125 H 5.68809 -6.17674 -3.71756
126 H 1.56460 -2.44960 -11.40503
127 H 0.36834 -0.61685 4.55950
128 H -7.21635 2.80506 -4.41010
129 H 1.53075 4.42935 9.65647
130 H -1.49715 6.03977 -5.68645
131 H 3.08336 -3.89689 -5.35795
132 H 3.23516 -6.12205 -2.46070

Atomic partial charges in e from the Mulliken method, atoms 1 to 8: number 1, I, carries -0.120; number 2, S, carries 1.184; number 3, S, carries 0.994; number 4, S, carries 1.421; number 5, S, carries 1.141; number 6, S, carries 1.193; number 7, S, carries 1.079; number 8, S, carries 1.261

2.
A molecular structure, C28H40BLaN9O4Se. Source: OMol25; level of theory: wB97M-V/def2-TZVPD.

Its relative energy (zero: lowest compared OMol25 entry of this formula, charge and spin) is 106.27 kcal per mole. The largest force on an atom comes out at 2.45 eV Å⁻¹. The value obtained for the HOMO-LUMO gap is 3.46 eV. The value obtained for the total energy is -118173.5843 eV. Its net charge is -1. The calculation puts the HOMO energy at -1.85 eV.

Cartesian coordinates (Å):
1 La -0.19642 -0.17064 -0.08350
2 Se -4.90922 -2.88964 -3.15330
3 O -1.83302 1.21296 -1.05930
4 O -3.10892 2.94966 -1.57590
5 O -3.21842 5.44246 -1.16220
6 O -2.24272 6.87276 0.21780
7 N 2.08138 -0.67404 1.18190
8 N 0.68668 -2.54214 -1.25730
9 N 0.11408 3.71156 1.46440
10 N 2.80358 -0.28904 -1.97370
11 N 1.63838 0.36476 -2.13730
12 N -0.41152 2.72676 0.72950
13 N 3.09258 -1.12694 0.42640
14 N -2.37352 -2.09974 -2.39570
15 N 2.02858 -2.60184 -1.37200
16 C 3.87908 -0.95944 2.48060
17 C 1.81548 1.22086 -3.14520
18 C 2.39398 -3.79834 -1.85730
19 C -1.22492 -4.16884 -1.69420
20 C 1.30968 1.36096 3.37610
21 C 0.79248 2.16866 -3.68740
22 C -2.18762 2.40706 -0.94730
23 C 4.18248 -1.30254 1.18440
24 C 2.38968 -0.31864 4.91270
25 C -0.51022 4.87996 1.26040
26 C 0.20718 -3.71874 -1.66610
27 C -2.20772 -0.03844 2.87110
28 C -0.52022 1.45366 -4.00450
29 C 1.26528 -4.55104 -2.05960
30 C -3.37952 -1.93104 -3.21110
31 C -2.36882 5.74506 -0.21360
32 C 3.70958 0.15146 -2.85930
33 C -2.84832 -0.77994 4.05500
34 C -1.40022 3.26976 0.02710
35 C -1.50552 4.65536 0.32520
36 C -2.23162 -3.07874 -1.32870
37 C -3.28142 0.80046 2.17800
38 C 0.60078 3.32716 -2.70620
39 C 1.68108 -0.11254 3.57410
40 C -1.38592 -5.36854 -0.75030
41 C -1.57312 -1.04814 1.89240
42 C 3.12518 1.12466 -3.63090
43 C 2.53528 -0.57494 2.43430
44 B 3.05708 -1.49994 -1.06740
45 H 0.72588 1.72456 4.22120
46 H -3.60022 -1.47434 3.68370
47 H 0.75228 -0.69544 3.56080
48 H -2.38892 -5.78474 -0.83750
49 H 2.21048 1.97066 3.28570
50 H 4.13988 -1.92314 -1.33380
51 H 0.30908 2.93786 -1.73480
52 H -1.91952 -2.58654 -0.39830
53 H 3.42248 -4.03374 -2.04010
54 H 2.70238 -1.35384 5.02510
55 H -1.44862 -4.50884 -2.71560
56 H 4.53568 -0.99014 3.32500
57 H -1.56352 -1.49464 -2.53320
58 H 5.09918 -1.65764 0.76070
59 H 0.87618 3.51456 2.09760
60 H -0.98422 -1.75614 2.50340
61 H -0.98832 1.06716 -3.10140
62 H -3.23602 4.43056 -1.38090
63 H -1.21892 2.14296 -4.47590
64 H -4.05412 0.15176 1.76770
65 H -0.34262 0.62246 -4.68600
66 H -2.85652 1.37866 1.35840
67 H -0.23042 5.78136 1.76610
68 H -3.21702 -3.53274 -1.18670
69 H -3.33032 -0.08474 4.74290
70 H 4.70008 -0.25544 -2.88520
71 H 0.71938 1.43426 2.46280
72 H 3.26858 0.32146 4.98750
73 H -2.09902 -1.34684 4.60860
74 H 1.20718 -5.55454 -2.43090
75 H 1.20348 2.57356 -4.62350
76 H -0.17022 4.00496 -3.06520
77 H -0.67112 -6.14774 -1.00140
78 H 3.56588 1.68886 -4.42790
79 H 1.71348 -0.07774 5.73010
80 H -3.74962 1.49276 2.88000
81 H -1.21272 -5.06034 0.27910
82 H -2.42352 -1.64824 1.52960
83 H 1.52938 3.88546 -2.58480
84 H -1.44582 0.64166 3.27460

Atomic partial charges in e from the Mulliken method, atoms 1 to 8: number 1, La, carries 2.746; number 2, Se, carries -0.563; number 3, O, carries -0.440; number 4, O, carries -0.846; number 5, O, carries -0.592; number 6, O, carries -0.658; number 7, N, carries -0.181; number 8, N, carries 0.613

3.
C5H12O in the gas phase. Source: OMol25; level of theory: wB97M-V/def2-TZVPD.

Its relative energy (zero: lowest compared OMol25 entry of this formula, charge and spin) is 6.56 kcal per mole. The largest force on an atom comes out at 0.39 eV Å⁻¹. The value obtained for the HOMO-LUMO gap is 11.18 eV. The value obtained for the total energy is -7427.0270 eV. The calculation puts the HOMO energy at -10.27 eV.

Cartesian coordinates (Å):
1 O 1.52972 -1.19052 -0.08880
2 C 0.78983 -0.45971 -1.05226
3 C -0.90041 0.15560 0.75512
4 C -1.68834 -1.10604 0.41095
5 C 0.05945 0.66842 -0.33471
6 C 1.06539 1.64506 0.27877
7 H 1.75052 2.04810 -0.47621
8 H -0.31739 -0.03968 1.66306
9 H -2.30444 -0.98042 -0.48771
10 H 1.75696 -2.04887 -0.45825
11 H -0.52487 1.19326 -1.10603
12 H 1.45524 -0.03290 -1.82150
13 H -1.00879 -1.94946 0.24800
14 H -1.59705 0.96717 1.00432
15 H -2.35447 -1.37731 1.23712
16 H 1.66602 1.12743 1.03451
17 H 0.06563 -1.10632 -1.56970
18 H 0.55701 2.48617 0.76333

Atomic partial charges in e from the natural (NBO) method, atoms 1 to 8: number 1, O, carries -0.734; number 2, C, carries -0.061; number 3, C, carries -0.394; number 4, C, carries -0.611; number 5, C, carries -0.234; number 6, C, carries -0.606; number 7, H, carries 0.205; number 8, H, carries 0.205

4.
C3H8O3 in the gas phase. Source: OMol25; level of theory: wB97M-V/def2-TZVPD.

Its relative energy (zero: lowest compared OMol25 entry of this formula, charge and spin) is 130.08 kcal per mole. The largest force on an atom comes out at 2.17 eV Å⁻¹. The value obtained for the HOMO-LUMO gap is 7.45 eV. The value obtained for the total energy is -9378.1610 eV. The calculation puts the HOMO energy at -6.92 eV.

Cartesian coordinates (Å):
1 O -0.86351 0.58624 -0.71339
2 O -0.62589 -1.39199 1.04831
3 O 0.57194 -1.02205 -1.43006
4 C 0.53772 0.00240 -0.47419
5 C 0.61889 -0.72839 0.86818
6 C -0.43342 1.73082 0.31897
7 H 0.43571 -0.58990 -2.28233
8 H -1.27098 1.76440 1.00840
9 H -1.44395 -0.05437 -0.23388
10 H -0.63795 -2.09610 0.38474
11 H -0.43352 2.58511 -0.35457
12 H 1.33051 0.74052 -0.65526
13 H 1.43809 -1.45868 0.79748
14 H 0.77639 -0.06802 1.71759

Atomic partial charges in e from the natural (NBO) method, atoms 1 to 8: number 1, O, carries -0.553; number 2, O, carries -0.723; number 3, O, carries -0.745; number 4, C, carries 0.343; number 5, C, carries -0.110; number 6, C, carries -0.616; number 7, H, carries 0.480; number 8, H, carries 0.142